{
  "formula": "C16H17N",
  "method": "ωB97M-V/def2-TZVPD",
  "species": ["N", "C", "C", "C", "C", "C", "C", "C", "C", "C", "C", "C", "C", "C", "C", "C", "C", "H", "H", "H", "H", "H", "H", "H", "H", "H", "H", "H", "H", "H", "H", "H", "H", "H"],
  "coordinates": [[1.1190, -0.3859, 4.1043], [0.3672, 0.8600, 0.6761], [-4.1262, 1.8006, -4.6228], [-3.0835, -0.3279, -3.6731], [-2.2387, -0.9825, -2.7995], [2.9436, -1.3038, 3.0903], [4.1274, -2.1682, 2.8104], [-1.3880, -0.1996, -2.0411], [0.9586, -0.2073, 2.7475], [-3.2267, 1.0434, -3.7438], [2.1124, -0.7087, 2.0740], [-2.2571, 1.8088, -3.0236], [1.5236, 0.3990, 0.0475], [2.3586, -0.4654, 0.7415], [-1.4132, 1.1757, -2.1075], [0.1237, 0.6392, 2.0166], [2.3057, -1.0760, 4.2787], [-2.2146, 2.8933, -2.9380], [3.7551, -3.1804, 3.0339], [-3.6873, -0.9646, -4.3248], [-4.3398, 2.7967, -4.2411], [0.7331, 0.2060, 4.8197], [-5.0759, 1.3518, -4.8932], [2.5072, -1.3339, 5.3158], [-3.6546, 2.0470, -5.5879], [4.8637, -2.0292, 3.6072], [-2.0960, -2.0499, -2.8139], [-0.7569, 1.0645, 2.5236], [-0.6879, 1.7634, -1.5619], [1.6254, 0.7005, -0.9794], [-0.2991, 1.6061, 0.2693], [3.2676, -0.8804, 0.3062], [-0.7189, -0.7264, -1.3591], [4.6083, -2.2711, 1.8401]],
  "atomic_forces_ev_per_a": [[-0.01, -0.56, -0.88], [-0.06, 1.00, 1.29], [-0.57, 0.90, -1.56], [-1.39, -1.04, -0.74], [0.87, 1.01, -0.32], [-0.42, 0.14, -0.47], [-0.16, -1.44, 1.81], [0.34, -1.14, 1.03], [1.02, 1.52, -1.18], [2.33, 1.25, 0.95], [-0.64, -0.32, 1.74], [-0.64, -0.86, 1.35], [-0.71, -0.57, 0.10], [0.34, 0.40, -1.03], [0.09, 0.26, -1.21], [-1.00, -0.60, 1.04], [0.31, 0.03, 0.60], [-0.45, -0.07, -0.73], [0.25, -0.08, -0.27], [-0.12, 0.31, 0.12], [-0.11, -0.05, 0.43], [-0.21, -0.13, -0.15], [-0.10, -0.39, 0.25], [0.52, -0.16, -0.42], [0.11, -0.36, 0.13], [0.32, 0.18, -0.37], [-0.33, -0.18, 0.06], [0.43, 0.01, -0.43], [-0.17, 0.00, -0.02], [0.57, -0.21, -0.29], [0.13, -0.24, -0.54], [-0.22, 0.19, -0.09], [0.00, 0.37, -0.09], [-0.31, 0.83, -0.09]],
  "lowdin_charge": [0.065, -0.128, -0.074, -0.068, -0.084, -0.227, -0.049, -0.103, -0.203, -0.280, -0.148, -0.031, -0.090, -0.027, -0.099, -0.026, -0.067, 0.109, 0.083, 0.114, 0.075, 0.149, 0.076, 0.122, 0.090, 0.076, 0.102, 0.115, 0.074, 0.097, 0.078, 0.111, 0.096, 0.072],
  "de_lowest_kcal_mol": 26.4,
  "homo_lumo_gap_ev": 8.7,
  "smiles": "Cc1c[nH]c2ccccc12.Cc1ccccc1"
}